(1)
Here is a 2-piece molecular cluster, CH2BrClO overall in a non-equilibrium geometry from OMol25. Energies are from ωB97M-V/def2-TZVPD.

Its maximum force is 4.93 eV/A. The frontier orbital gap (alpha / beta) comes out at 0.308 / 0.308 Eh. As for the HOMO energy (alpha / beta): -9.83 / -9.83 eV.

Element x y z (Å)
C1 -0.4640 -0.1299 0.4704
O1 1.0606 0.6934 -1.0223
Cl1 -0.5186 -1.7896 0.1517
Br1 -2.0223 0.9725 0.2456
H1 0.0578 0.1999 1.2536
H2 1.8864 0.0536 -1.0991

=====

(2)
Here is C48H35Cl2CuNO4P2S as an isolated structure from OMol25. Energies are from ωB97M-V/def2-TZVPD.

Its maximum force is 0.83 eV/A. As for the spin multiplicity: 2. The frontier orbital gap (alpha / beta) comes out at 0.270 / 0.261 Eh. As for the HOMO energy (alpha / beta): -7.63 / -7.63 eV.

Element x y z (Å)
Cu1 1.0703 0.9524 -1.7572
Cl1 8.2285 0.8681 -1.2318
C1 6.5189 0.5503 -1.3497
C2 6.0909 -0.7440 -1.7113
C3 4.7650 -1.0315 -1.8103
Cl2 4.2574 -2.6284 -2.2514
C4 3.7456 -0.0448 -1.5812
O1 2.5230 -0.3534 -1.7495
C5 4.2222 1.2395 -1.1806
C6 3.3355 2.2690 -0.7722
O2 2.0907 2.2611 -0.8091
C7 5.6075 1.5171 -1.0822
H1 6.8248 -1.5152 -1.9061
H2 3.7987 3.1738 -0.3592
H3 5.9290 2.5091 -0.7879
O3 -1.5935 -1.3238 2.1270
C8 -0.7985 -1.6003 3.2187
C9 -1.1954 -2.5128 4.1841
C10 -0.3556 -2.7715 5.2568
C11 0.8771 -2.1413 5.3466
C12 1.2865 -1.2844 4.3355
C13 0.4609 -0.9953 3.2514
P1 0.9824 0.0120 1.7789
C14 2.7817 -0.3847 1.8640
C15 3.1204 -1.7042 1.5480
C16 4.4353 -2.1316 1.5948
C17 5.4458 -1.2410 1.9457
C18 5.1284 0.0752 2.2350
C19 3.8022 0.5018 2.1898
C20 0.8793 1.7195 2.4485
C21 1.4269 2.1467 3.6592
C22 1.3127 3.4686 4.0611
C23 0.6457 4.3870 3.2572
C24 0.0788 3.9727 2.0618
C25 0.1917 2.6450 1.6665
C26 -2.8633 -0.7911 2.2106
C27 -3.6347 -0.7729 3.3583
C28 -4.9274 -0.2631 3.2871
C29 -5.4318 0.2169 2.0925
C30 -4.6243 0.2284 0.9580
C31 -3.3250 -0.2567 0.9989
P2 -2.0598 -0.1918 -0.3571
C32 -2.1882 -1.9170 -0.9829
C33 -1.0038 -2.6200 -1.1943
C34 -1.0283 -3.9080 -1.7132
C35 -2.2414 -4.5049 -2.0308
C36 -3.4299 -3.8230 -1.8007
C37 -3.4013 -2.5405 -1.2682
C38 -3.0043 0.7961 -1.5948
C39 -3.1352 2.1568 -1.3013
C40 -3.7560 3.0246 -2.1842
C41 -4.2448 2.5509 -3.3971
C42 -4.1174 1.2057 -3.7047
C43 -3.5048 0.3344 -2.8074
H4 -2.1349 -3.0379 4.0791
H5 -0.6615 -3.4812 6.0150
H6 1.5302 -2.3380 6.1870
H7 2.2822 -0.8585 4.3748
H8 2.3387 -2.4022 1.2654
H9 4.6772 -3.1567 1.3443
H10 6.4766 -1.5716 1.9812
H11 5.9115 0.7765 2.4974
H12 3.5687 1.5356 2.4169
H13 1.9419 1.4433 4.3014
H14 1.7390 3.7835 5.0054
H15 0.5664 5.4216 3.5679
H16 -0.4459 4.6800 1.4324
H17 -0.2552 2.3211 0.7314
H18 -3.2477 -1.1297 4.3002
H19 -5.5389 -0.2504 4.1806
H20 -6.4435 0.5974 2.0398
H21 -5.0093 0.6442 0.0352
H22 -0.0556 -2.1440 -0.9704
H23 -0.1004 -4.4428 -1.8732
H24 -2.2620 -5.5028 -2.4516
H25 -4.3787 -4.2901 -2.0340
H26 -4.3320 -2.0219 -1.0648
H27 -2.7473 2.5376 -0.3610
H28 -3.8474 4.0741 -1.9341
H29 -4.7155 3.2294 -4.0979
H30 -4.4915 0.8258 -4.6478
H31 -3.4157 -0.7139 -3.0654
O4 -0.1861 -0.1715 -2.6286
N1 -0.5973 0.2046 -3.8371
C44 -1.0168 -0.7780 -4.6634
C45 -1.5500 -0.4740 -5.8814
C46 -1.6506 0.8742 -6.2496
C47 -1.2043 1.8488 -5.3979
C48 -0.6403 1.5230 -4.1499
S1 0.0099 2.6612 -3.0487
H32 -0.8993 -1.7751 -4.2647
H33 -1.8781 -1.2711 -6.5319
H34 -2.0737 1.1465 -7.2076
H35 -1.2622 2.8971 -5.6535

=====

(3)
Here is C4H4O2Rb as an isolated structure in a non-equilibrium geometry from OMol25. Energies are from ωB97M-V/def2-TZVPD.

Its maximum force is 5.89 eV/A. The frontier orbital gap comes out at 0.329 Eh. As for the HOMO energy: -12.91 eV. As for the net charge: +1.

Element x y z (Å)
H1 -0.0057 -0.2515 2.6987
O1 -0.3517 0.5212 -2.5597
C1 -0.9710 1.1044 -1.4379
C2 -0.3456 0.5958 -0.2209
C3 0.2176 0.3544 0.8390
H2 -0.7673 0.8619 -3.3576
H3 -2.0491 0.8708 -1.3891
H4 -0.8779 2.2046 -1.4394
C4 0.3341 -0.7601 1.7223
O2 1.2642 -1.5516 1.7355
Rb1 3.5525 -3.9498 3.4091

=====

(4)
Here is a 2-piece molecular cluster, C2H9NOS overall from OMol25. Energies are from ωB97M-V/def2-TZVPD.

Its maximum force is 0.78 eV/A. Its SMILES is NCO.CS. The frontier orbital gap comes out at 0.371 Eh. As for the HOMO energy: -9.30 eV.

Element x y z (Å)
N1 0.5431 0.3233 1.2216
C1 -0.6996 0.2949 1.9935
O1 -1.0867 1.5675 2.4547
H1 1.2988 -0.1546 1.6936
H2 0.4343 -0.1316 0.3234
H3 -0.5996 -0.4032 2.8294
H4 -1.5063 -0.0185 1.3365
H5 -0.4010 1.9310 3.0218
C2 0.0339 -0.1580 -2.5461
S1 1.4521 -1.1168 -1.9072
H6 -0.1283 -0.3991 -3.5871
H7 0.3314 0.8820 -2.3981
H8 -0.8534 -0.3256 -1.9465
H9 1.1813 -2.2913 -2.4896

=====

(5)
Here is one molecule with the formula C5H7F2N in a non-equilibrium geometry from OMol25. Energies are from ωB97M-V/def2-TZVPD.

Its maximum force is 2.05 eV/A. Its SMILES is C=C[C@H](N)/C(F)=C\F. The frontier orbital gap comes out at 0.394 Eh. As for the HOMO energy: -9.72 eV.

Element x y z (Å)
C1 2.2791 -0.4624 0.8591
C2 1.8674 0.5696 0.1556
C3 0.5124 0.5895 -0.5624
N1 -0.1166 1.8744 -0.4240
C4 -0.4057 -0.5490 -0.2644
F1 0.2104 -1.6895 -0.6831
C5 -1.6403 -0.6871 0.2134
F2 -2.3871 0.3208 0.6482
H1 3.2548 -0.4723 1.2241
H2 1.5947 -1.3073 1.0750
H3 2.6131 1.3353 -0.0353
H4 0.7165 0.5727 -1.6165
H5 -1.1189 1.7519 -0.4523
H6 -0.1026 2.1482 0.5309
H7 -2.2286 -1.5950 0.1491

=====

(6)
Here is one molecule with the formula C2H5N3O in a non-equilibrium geometry from OMol25. Energies are from ωB97M-V/def2-TZVPD.

Its maximum force is 1.38 eV/A. Its SMILES is [H]/N=C/N1N[C@@H]1O. The frontier orbital gap comes out at 0.393 Eh. As for the HOMO energy: -9.66 eV.

Element x y z (Å)
H1 2.2879 -1.5266 -0.3477
N1 1.3747 -1.1006 -0.4617
C1 1.2401 0.0507 0.0411
N2 0.1000 0.7816 -0.1970
N3 -0.8230 1.0446 0.8798
C2 -1.1940 0.2036 -0.2384
O1 -1.3898 -1.1208 -0.0580
H2 1.9830 0.6133 0.6145
H3 -1.1892 1.9922 0.8122
H4 -1.8727 0.6285 -0.9780
H5 -0.5170 -1.5666 -0.0668

=====

(7)
Here is a 2-piece molecular cluster, C12H17N overall in a non-equilibrium geometry from OMol25. Energies are from ωB97M-V/def2-TZVPD.

Its maximum force is 6.30 eV/A. Its SMILES is Cc1c[nH]c2ccccc12.CCC. The frontier orbital gap comes out at 0.321 Eh. As for the HOMO energy: -7.83 eV.

Element x y z (Å)
C1 -1.7172 0.9274 2.6348
C2 -1.5162 0.2621 1.2870
C3 -2.2989 0.2349 0.1876
N1 -1.8570 -0.8661 -0.6647
C4 -0.6405 -1.3282 -0.2684
C5 0.1622 -2.3584 -0.7639
C6 1.3891 -2.6252 -0.0221
C7 1.7520 -1.9604 1.1275
C8 0.8444 -0.9707 1.5984
C9 -0.3408 -0.6660 1.0910
H1 -2.4420 1.7410 2.7278
H2 -0.9380 1.5518 2.9259
H3 -1.9177 0.3226 3.4460
H4 -3.2280 0.6534 0.1342
H5 -2.3066 -1.0731 -1.4743
H6 -0.1779 -3.1212 -1.4215
H7 2.1825 -3.0957 -0.5672
H8 2.5744 -2.2971 1.7663
H9 1.3574 -0.3260 2.3826
C10 0.3852 3.0539 -1.1648
C11 1.8209 2.4668 -1.4514
C12 1.5538 1.7322 -2.7039
H10 -0.4284 2.3548 -1.1814
H11 0.4808 3.5421 -0.1933
H12 0.1323 3.8895 -1.8806
H13 2.0588 1.6825 -0.6450
H14 2.5464 3.2385 -1.5169
H15 1.1742 0.7332 -2.5530
H16 2.4442 1.3130 -3.1904
H17 1.1214 2.3424 -3.4178

=====

(8)
Here is a 2-piece molecular cluster, C2H2BrO2S2 overall in a non-equilibrium geometry from OMol25. Energies are from ωB97M-V/def2-TZVPD.

Its maximum force is 3.56 eV/A. The frontier orbital gap comes out at 0.237 Eh. As for the HOMO energy: -3.13 eV. As for the net charge: -1.

Element x y z (Å)
C1 0.7965 -1.2086 -0.3940
C2 -0.7506 0.2782 0.1737
O1 0.5909 -1.3136 -1.5465
O2 1.3164 -1.4918 0.6185
S1 -0.1989 1.8298 -0.8291
S2 -0.4049 0.3992 1.9219
Br1 -2.6465 -0.1146 -0.2122
H1 0.4653 0.9521 -1.5939
H2 0.8318 0.6694 1.8616

=====

Energy above the lowest of the compared OMol25 structures with the same formula, charge and spin
In order: 3.507; 0.000; 0.000; 0.416; 1.352; 3.145; 3.010; 1.780
Unit: eV